Arrangement a

Entry from the Open Molecules 2025 dataset: the ion C5H8FN2 with charge +1 (ωB97M-V/def2-TZVPD).

The geometry in ORCA input format:
```
! wB97M-V def2-TZVPD RIJCOSX def2/J DEFGRID3
* xyz 1 1
C 0.76108 2.18656 0.57951
C -0.27227 -0.04046 1.21950
C -0.41627 1.36939 0.59807
C -0.44887 -0.76076 -0.16668
C -0.51303 0.58390 -0.90946
N 1.73833 2.78409 0.56177
N 0.67815 -1.67166 -0.60251
F -1.70857 0.83220 -1.54320
H 0.67846 -0.22914 1.59619
H -1.17416 -0.40610 1.76003
H -1.26650 1.83105 0.88393
H -1.28723 -1.26799 -0.21909
H 0.33765 0.88835 -1.59713
H 0.53141 -1.99425 -1.56654
H 0.70881 -2.68913 -0.26236
H 1.65302 -1.41604 -0.33202
*
```

SMILES ... N#C[C@@H]1C[C@H]([NH3+])[C@H]1F
Highest occupied orbital energy ... -14.95 eV
LUMO level ... -4.352 eV

=====

Arrangement b

Entry from the Open Molecules 2025 dataset: a cluster of 2 separate species, C5H8FN2 in total (ωB97M-V/def2-TZVPD).

The geometry in ORCA input format:
```
! wB97M-V def2-TZVPD RIJCOSX def2/J DEFGRID3
* xyz 1 1
C 3.37786 0.54277 -0.02373
C -0.22078 -0.21153 0.90469
C 2.54861 -0.56921 -0.00224
C -2.31647 -0.42561 -0.51188
C -0.31669 1.01353 0.08861
N 3.76911 1.62160 -0.17963
N -0.87581 -0.24207 -0.39531
F 3.05968 -1.74468 0.20940
H -0.87724 -0.32480 1.75826
H -2.66271 -0.04541 -1.47170
H -2.57254 -1.48122 -0.43269
H -2.82407 0.11964 0.28343
H 0.73487 -0.71644 0.97717
H 0.56223 1.38757 -0.41915
H -1.03169 1.77839 0.35820
H -0.35436 -0.70253 -1.14343
*
```

Highest occupied orbital energy ... -14.17 eV
LUMO level ... -5.883 eV

=====

Question: which arrangement is favored energetically? Ranking from most to least stable: arrangement a, arrangement b.